Entry 1:
The following is a quantum chemistry calculation of a molecular structure, C20H43CrN2O20 in a non-equilibrium geometry, from the OMol25 dataset.

Geometry as XYZ:
```
86
Properties=species:S:1:pos:R:3:mulliken_spin:R:1
Cr -10.057 11.518 7.227 3.93
C -8.491 8.644 4.668 0.01
C -7.669 9.735 5.438 -0.04
C -6.633 10.373 4.467 0.10
O -8.409 10.696 6.171 0.84
H -7.915 7.877 4.151 -0.01
H -9.143 9.023 3.881 0.00
H -9.068 8.189 5.472 0.01
H -7.022 9.231 6.155 0.11
H -6.047 9.633 3.922 0.00
H -5.873 10.937 5.008 0.00
H -7.111 10.983 3.701 0.00
C -10.015 13.371 11.297 0.00
O -8.662 12.877 11.124 0.00
C -8.441 12.160 10.057 0.00
O -9.257 11.831 9.190 -0.02
O -7.102 11.828 10.102 0.00
C -6.553 11.028 9.074 0.00
H -10.534 12.787 12.057 0.00
H -10.640 13.264 10.411 0.00
H -10.004 14.408 11.633 0.00
H -6.621 11.700 8.218 0.00
H -7.015 10.044 8.993 0.00
H -5.495 10.995 9.332 0.00
C -5.760 6.200 3.228 0.00
O -5.232 7.187 4.047 0.00
C -4.726 6.918 5.276 0.00
O -4.698 5.805 5.810 0.00
O -4.379 8.045 5.844 0.00
C -3.959 8.106 7.198 0.00
H -6.461 5.491 3.668 0.00
H -4.951 5.662 2.735 0.00
H -6.197 6.735 2.384 0.00
H -2.881 8.041 7.342 0.00
H -4.263 7.219 7.753 0.00
H -4.575 8.905 7.609 0.00
C -8.684 7.562 8.442 -0.01
O -10.085 7.445 8.389 0.00
C -10.867 8.529 8.180 0.02
O -10.511 9.700 8.132 0.01
O -12.163 8.196 8.009 0.00
C -12.693 6.792 8.108 0.00
H -8.263 8.168 9.244 0.00
H -8.372 8.068 7.529 0.01
H -8.224 6.577 8.517 0.00
H -13.772 6.742 7.962 0.00
H -12.501 6.326 9.075 0.00
H -12.325 6.122 7.332 0.00
C -11.298 6.874 3.154 0.00
O -11.139 7.517 1.887 0.00
C -11.123 6.824 0.795 0.00
O -11.184 5.576 0.713 0.00
O -10.989 7.714 -0.205 0.00
C -10.891 7.224 -1.546 0.00
H -10.334 6.544 3.541 0.00
H -12.085 6.119 3.156 0.00
H -11.587 7.678 3.831 0.00
H -10.404 7.966 -2.178 0.00
H -11.925 7.130 -1.877 0.00
H -10.331 6.311 -1.750 0.00
C -13.309 9.465 4.937 0.00
O -12.621 10.241 3.971 0.00
C -11.559 11.019 4.346 -0.01
O -11.253 11.192 5.509 0.01
O -10.943 11.406 3.228 0.00
C -9.818 12.292 3.305 0.03
H -14.177 9.011 4.459 0.00
H -13.724 10.202 5.624 0.00
H -12.649 8.689 5.328 0.00
H -9.561 12.694 4.285 -0.01
H -9.976 13.192 2.710 0.00
H -8.908 11.786 2.982 -0.01
C -2.851 10.161 2.893 0.00
N -2.168 11.483 2.801 0.00
O -0.941 11.540 3.019 0.00
O -2.932 12.419 2.501 0.00
H -2.032 9.465 3.071 0.00
H -3.387 9.862 1.992 0.00
H -3.590 10.048 3.687 0.00
C -8.353 9.291 1.304 0.00
N -7.756 9.797 0.048 0.00
O -6.787 10.545 0.242 0.00
O -8.268 9.466 -1.045 0.00
H -8.041 10.009 2.063 0.00
H -7.725 8.405 1.394 0.00
H -9.426 9.117 1.228 0.00
```

Values from the calculation:
**Total charge**: +2
**<S²>**: 8.759
**Highest occupied orbital energy (alpha / beta)**: -14.536 / -14.535 eV
**2S+1**: 6
**Kohn-Sham gap (alpha / beta)**: 0.2484 / 0.1728 hartree

Entry 2:
The following is a quantum chemistry calculation of a molecular structure, C20H43CuN2O3 in a non-equilibrium geometry, from the OMol25 dataset.

Geometry as XYZ:
```
69
Properties=species:S:1:pos:R:3:nbo_charge:R:1
Cu 0.002 0.157 0.146 0.88
C -1.959 -0.753 4.410 -0.65
C -1.277 -0.817 3.015 -0.15
O -1.584 0.212 2.112 -0.31
H -1.862 0.215 4.902 0.23
H -1.561 -1.510 5.085 0.23
H -3.017 -1.015 4.411 0.23
H -1.571 -1.720 2.480 0.24
H -0.192 -0.886 3.104 0.20
C -0.962 -3.086 -0.571 -0.61
C -1.780 -2.470 -1.672 0.11
C -3.245 -2.729 -1.151 -0.40
C -4.243 -1.950 -2.041 -0.40
C -3.818 -0.448 -1.964 -0.42
C -2.430 -0.122 -2.468 0.13
N -1.478 -1.015 -1.737 -0.22
O -0.104 -0.638 -1.971 -0.62
C -2.354 -0.158 -4.048 -0.64
C -2.066 1.333 -2.027 -0.63
C -1.532 -3.277 -3.009 -0.66
H -1.230 -4.129 -0.402 0.23
H -1.068 -2.538 0.365 0.19
H 0.109 -3.079 -0.776 0.22
H -3.522 -3.783 -1.168 0.23
H -3.320 -2.377 -0.122 0.21
H -5.262 -2.123 -1.697 0.22
H -4.271 -2.345 -3.057 0.20
H -3.864 -0.245 -0.894 0.21
H -4.588 0.098 -2.509 0.23
H -2.977 0.611 -4.505 0.24
H -1.292 0.000 -4.234 0.19
H -2.583 -1.106 -4.533 0.22
H -1.093 1.761 -2.269 0.23
H -2.781 2.048 -2.434 0.23
H -2.229 1.362 -0.949 0.21
H -2.319 -3.181 -3.757 0.22
H -1.597 -4.319 -2.697 0.23
H -0.629 -3.104 -3.594 0.22
H -0.019 -0.814 -2.911 0.48
C 0.477 3.190 1.327 -0.63
C 1.907 2.560 1.392 0.14
C 2.023 2.008 2.856 -0.40
C 3.375 1.274 3.048 -0.42
C 3.414 0.096 2.088 -0.40
C 3.220 0.455 0.595 0.12
N 2.062 1.408 0.494 -0.26
O 1.741 1.763 -0.800 -0.57
C 4.510 1.013 0.030 -0.66
C 2.891 -0.883 -0.046 -0.61
C 2.910 3.818 1.070 -0.65
H 0.399 4.001 2.050 0.23
H -0.345 2.517 1.571 0.21
H 0.203 3.553 0.336 0.22
H 1.762 2.825 3.529 0.23
H 1.231 1.297 3.091 0.20
H 3.619 0.953 4.060 0.23
H 4.219 1.935 2.853 0.20
H 2.742 -0.698 2.414 0.20
H 4.443 -0.263 2.095 0.23
H 4.876 1.803 0.687 0.22
H 5.385 0.387 -0.147 0.25
H 4.298 1.707 -0.784 0.21
H 3.614 -1.696 0.010 0.24
H 1.951 -1.185 0.416 0.17
H 2.804 -0.796 -1.129 0.23
H 3.929 3.590 1.382 0.22
H 2.647 4.752 1.568 0.24
H 2.906 4.065 0.009 0.20
H 2.353 2.492 -0.929 0.46
```

Values from the calculation:
**Total charge**: +1
**<S²>**: 0.754
**Highest occupied orbital energy (alpha / beta)**: -11.779 / -11.749 eV
**2S+1**: 2
**Kohn-Sham gap (alpha / beta)**: 0.3463 / 0.2502 hartree

Entry 3:
The following is a quantum chemistry calculation of a molecular structure, C20H43FeN2OP3 in a non-equilibrium geometry, from the OMol25 dataset.

Geometry as XYZ:
```
70
Properties=species:S:1:pos:R:3:nbo_charge:R:1
Fe -0.297 -0.166 -0.228 1.28
P -0.769 -1.512 -2.160 0.90
P 1.567 -1.164 0.399 0.82
P 0.139 1.501 -1.762 0.77
H -1.669 0.732 1.840 0.26
C -1.807 1.147 0.834 -0.48
C -2.605 0.529 -0.121 -0.37
H -3.191 -0.353 0.148 0.24
C -1.634 -3.106 -1.891 -0.94
C 0.643 -2.134 -3.180 -0.93
C -1.895 -0.841 -3.461 -0.93
C 1.755 -1.051 2.222 -0.94
C 1.681 -2.985 0.147 -0.91
C 3.158 -0.510 -0.208 -0.94
C -1.297 2.459 -2.406 -0.91
C 1.075 1.182 -3.318 -0.92
C 1.140 2.918 -1.172 -0.93
H -1.536 2.200 0.763 0.28
H -2.921 1.065 -1.015 0.24
H -2.622 -2.937 -1.441 0.25
H -1.042 -3.790 -1.268 0.25
H -1.783 -3.580 -2.872 0.28
H 1.334 -2.736 -2.583 0.25
H 1.195 -1.314 -3.649 0.26
H 0.217 -2.769 -3.969 0.28
H -2.754 -0.346 -2.989 0.25
H -2.265 -1.696 -4.046 0.28
H -1.391 -0.144 -4.142 0.26
H 2.616 -0.413 2.478 0.28
H 1.931 -2.069 2.614 0.28
H 0.842 -0.640 2.689 0.25
H 2.741 -3.277 0.159 0.29
H 1.236 -3.291 -0.811 0.24
H 1.150 -3.501 0.961 0.26
H 3.968 -0.960 0.385 0.29
H 3.183 0.585 -0.090 0.26
H 3.282 -0.764 -1.266 0.26
H -0.904 3.328 -2.952 0.28
H -1.914 2.814 -1.573 0.25
H -1.918 1.850 -3.072 0.25
H 1.365 2.152 -3.753 0.29
H 0.478 0.628 -4.052 0.24
H 1.989 0.620 -3.087 0.25
H 0.879 3.807 -1.757 0.27
H 2.207 2.687 -1.269 0.26
H 0.911 3.113 -0.123 0.29
C 1.218 3.208 2.357 0.34
C 2.255 3.009 3.287 -0.31
C 2.854 4.129 3.860 -0.16
C 2.465 5.425 3.496 -0.20
C 1.382 5.595 2.628 -0.16
C 0.733 4.495 2.066 -0.31
O 0.629 2.155 1.687 -0.77
H 1.218 1.365 1.497 0.45
H 2.589 2.000 3.538 0.21
H 3.645 4.003 4.593 0.24
H 2.980 6.294 3.905 0.25
H 1.051 6.602 2.369 0.24
H -0.094 4.629 1.363 0.21
C -2.049 -4.827 1.605 -0.41
N -2.409 -3.414 1.827 -0.41
C -3.798 -3.129 2.223 -0.41
C -1.688 -2.467 1.313 0.73
N -1.110 -1.590 0.786 -0.72
H -2.745 -5.447 2.182 0.26
H -1.013 -5.010 1.940 0.23
H -2.132 -5.099 0.538 0.22
H -3.817 -2.316 2.966 0.24
H -4.423 -2.843 1.355 0.22
H -4.211 -4.039 2.667 0.26
```

Values from the calculation:
**Total charge**: +3
**<S²>**: 8.769
**ΔE to the lowest compared entry with this formula, charge and spin**: 36.0 kcal per mole
**Highest occupied orbital energy (alpha / beta)**: -15.556 / -15.535 eV
**2S+1**: 6
**Kohn-Sham gap (alpha / beta)**: 0.2309 / 0.1286 hartree